This record from OMol25 describes one molecule with the formula C4H7NO. The level of theory is ωB97M-V with the def2-TZVPD basis set.

**Gap between HOMO and LUMO**: 10.65 eV
**HOMO**: -9.6 eV
**Total energy**: -7798.6501 eV
**Lowest unoccupied orbital energy**: 1.011 eV
**Structure (SMILES)**: C[C@H]1CN=CO1

Structure (ORCA input):
```
! wB97M-V def2-TZVPD RIJCOSX def2/J DEFGRID3
* xyz 0 1
C 1.4012 0.5892 0.2050
C 0.3372 -0.1264 -0.6102
C -0.4486 -1.1766 0.1907
N -1.5842 -0.4188 0.7441
C -1.6344 0.6354 0.0429
O -0.6971 0.8468 -0.9093
H 1.6661 1.5308 -0.2837
H 1.0047 0.8157 1.2014
H 2.3055 -0.0159 0.3207
H 0.7236 -0.4898 -1.5655
H -0.8400 -1.9751 -0.4522
H 0.1400 -1.6404 0.9880
H -2.3739 1.4251 0.1282
*
```

Atomic partial charges in e from the Löwdin method, atoms 1 to 6: -0.044, -0.339, -0.168, 0.069, -0.243, -0.037

This record from OMol25 describes a 2-piece molecular cluster, C4H7NO overall in a non-equilibrium geometry. The level of theory is ωB97M-V with the def2-TZVPD basis set.

**Gap between HOMO and LUMO**: 9.66 eV
**HOMO**: -9.2 eV
**Total energy**: -7796.9086 eV
**Lowest unoccupied orbital energy**: 0.476 eV

Structure (ORCA input):
```
! wB97M-V def2-TZVPD RIJCOSX def2/J DEFGRID3
* xyz 0 1
C -0.8924 -0.8654 1.2587
C -0.3101 -0.5840 -0.0970
C -0.6706 0.4515 -0.8540
O -1.6126 1.3435 -0.4342
C 3.6634 0.2588 0.1663
N 2.7175 0.3811 -0.5174
H -0.1892 -1.4193 1.8877
H -1.1629 0.0617 1.7724
H -1.8055 -1.4679 1.1726
H 0.4281 -1.2734 -0.4993
H 1.8018 0.4487 -0.9183
H -0.2435 0.6311 -1.8420
H -1.7240 2.0337 -1.0955
*
```

Atomic partial charges in e from the Löwdin method, atoms 1 to 6: -0.090, -0.179, -0.247, 0.008, -0.078, 0.036

This record from OMol25 describes one molecule with the formula C4H7NO in a non-equilibrium geometry. The level of theory is ωB97M-V with the def2-TZVPD basis set.

**Gap between HOMO and LUMO**: 9.16 eV
**HOMO**: -9.0 eV
**Total energy**: -7795.7892 eV
**Lowest unoccupied orbital energy**: 0.164 eV
**Structure (SMILES)**: [H]/N=C(\C)C(=C)O

Structure (ORCA input):
```
! wB97M-V def2-TZVPD RIJCOSX def2/J DEFGRID3
* xyz 0 1
C -0.8279 -1.3119 -0.2631
C 0.4926 0.9212 0.2002
C 0.7891 -0.4144 -0.2194
C -0.8397 1.2340 0.3056
O 1.4952 1.7074 0.7195
N 1.8522 -1.0925 -0.2778
H 1.2053 2.6298 0.7211
H 1.7579 -1.9526 -0.8223
H -0.9014 -1.5459 -1.3243
H -1.7980 -1.0307 0.1373
H -0.5112 -2.1771 0.3161
H -1.1503 2.0455 0.9626
H -1.5636 0.9872 -0.4555
*
```

Atomic partial charges in e from the Löwdin method, atoms 1 to 6: -0.027, -0.371, -0.272, 0.062, 0.049, 0.138

This record from OMol25 describes one molecule with the formula C4H7NO. The level of theory is ωB97M-V with the def2-TZVPD basis set.

**Gap between HOMO and LUMO**: 8.21 eV
**HOMO**: -7.5 eV
**Total energy**: -7797.8173 eV
**Lowest unoccupied orbital energy**: 0.669 eV
**Structure (SMILES)**: [O-]C1=CCC[NH2+]1

Structure (ORCA input):
```
! wB97M-V def2-TZVPD RIJCOSX def2/J DEFGRID3
* xyz 0 1
N -0.4427 -0.9420 0.6753
C -1.4010 -0.0613 -0.5759
O -2.5294 -0.4718 -0.6429
C -0.4488 0.7909 -1.0081
C 0.9590 0.5748 -0.5395
C 0.7647 -0.0951 0.8297
H -1.0446 -0.9916 1.4929
H -0.3212 -1.8925 0.3268
H -0.7465 1.6043 -1.6518
H 1.5627 -0.0673 -1.2048
H 1.5118 1.5196 -0.4575
H 0.5147 0.6929 1.5466
H 1.6213 -0.6610 1.2095
*
```

Atomic partial charges in e from the Löwdin method, atoms 1 to 6: 0.065, -0.406, 0.026, -0.107, -0.211, -0.187

This record from OMol25 describes one molecule with the formula C4H7NO. The level of theory is ωB97M-V with the def2-TZVPD basis set.

**Gap between HOMO and LUMO (spin up / spin down)**: 7.75 / 7.75 eV
**HOMO (spin up / spin down)**: -7.6 / -7.6 eV
**Total energy**: -7796.7441 eV
**Lowest unoccupied orbital energy (spin up / spin down)**: 0.107 / 0.107 eV

Structure (ORCA input):
```
! wB97M-V def2-TZVPD RIJCOSX def2/J DEFGRID3
* xyz 0 1
C -1.5818 -0.1692 -0.6324
N -0.1591 0.0085 -0.2936
C 0.6391 0.3603 -1.2766
C 0.1797 -0.2983 0.9879
C 1.4474 0.0472 1.5442
O 1.8419 -0.2792 2.6556
H -1.8230 0.4243 -1.5145
H -2.1945 0.1462 0.2116
H -1.7509 -1.2267 -0.8441
H 1.7094 0.3121 -1.1437
H 0.2045 0.7111 -2.2013
H -0.5904 -0.7399 1.6057
H 2.0776 0.7034 0.9010
*
```

Atomic partial charges in e from the Löwdin method, atoms 1 to 6: -0.016, -0.245, 0.037, -0.095, -0.324, -0.017

This record from OMol25 describes one molecule with the formula C4H7NO in a non-equilibrium geometry. The level of theory is ωB97M-V with the def2-TZVPD basis set.

**Gap between HOMO and LUMO**: 10.80 eV
**HOMO**: -9.8 eV
**Total energy**: -7798.7954 eV
**Lowest unoccupied orbital energy**: 0.968 eV
**Structure (SMILES)**: NC(=O)C1CC1

Structure (ORCA input):
```
! wB97M-V def2-TZVPD RIJCOSX def2/J DEFGRID3
* xyz 0 1
N -1.0916 1.2193 1.4612
C -0.9576 0.1729 0.6261
O -1.9284 -0.4851 0.3029
C 0.4495 -0.0521 0.1782
C 0.7157 0.0053 -1.3129
C 0.7226 -1.2955 -0.5804
H -0.2233 1.7399 1.5675
H -2.0354 1.4996 1.7077
H 1.2592 0.3154 0.8067
H -0.1110 0.1680 -1.9972
H 1.6726 0.4130 -1.6247
H 1.6774 -1.7771 -0.4183
H -0.1496 -1.9235 -0.7169
*
```

Atomic partial charges in e from the Löwdin method, atoms 1 to 6: 0.156, -0.550, 0.052, -0.229, -0.094, -0.118